Entry 1:
{
  "formula": "C26H31FN7O3PtS",
  "method": "ωB97M-V with the def2-TZVPD basis set",
  "species": ["C", "N", "C", "H", "C", "C", "C", "C", "C", "H", "H", "C", "N", "H", "H", "H", "C", "F", "C", "C", "H", "O", "Pt", "N", "C", "H", "H", "C", "H", "H", "C", "H", "C", "O", "H", "N", "C", "H", "H", "H", "C", "H", "H", "H", "H", "O", "C", "H", "C", "C", "C", "H", "S", "N", "N", "H", "C", "H", "C", "H", "C", "H", "H", "H", "N", "C", "H", "C", "H", "H"],
  "coordinates": [[0.23189, -2.80622, -1.64947], [-1.77867, -2.44058, 6.31465], [-2.52137, -3.33675, 5.37633], [-3.46437, -3.62581, 5.83660], [5.16763, 1.47361, -0.31466], [2.57686, 3.55957, -2.04382], [0.50897, -1.57083, -2.14672], [4.42064, 2.57874, -0.65753], [-1.02569, 0.06919, 2.16250], [4.57654, 3.53112, -0.17034], [3.80388, -0.66675, -2.54539], [-0.53895, 0.30606, 0.90438], [-1.70821, -1.54824, 3.95387], [-0.79746, -4.99090, -1.03347], [-2.74593, 0.22060, 4.57828], [2.44727, 4.82896, -0.32591], [-0.50982, -2.05757, 0.46445], [-1.27466, 1.16447, 2.92555], [-2.35753, -1.06723, 6.26025], [1.10856, -1.60830, -3.57308], [-2.52533, 5.04969, -5.97181], [0.28535, 0.76270, -1.64958], [1.63763, 1.41390, -3.56020], [3.26098, 1.29447, -2.29575], [3.44580, 2.47923, -1.65525], [-1.92015, -4.22918, 5.21432], [-3.67218, 4.64217, -3.75139], [-3.44381, 3.82903, -4.44233], [0.42782, -3.65322, -2.29548], [-1.76196, -2.81948, 7.26008], [-2.75630, -2.55468, 4.07231], [-2.01147, 3.36104, -5.98322], [0.58927, -5.16577, 0.60033], [1.11253, -2.71151, -4.10172], [0.84818, -4.66008, 1.53135], [1.70595, 3.26801, -2.98044], [3.99832, 0.23562, -1.97856], [0.33323, -6.20250, 0.81691], [-0.81863, -2.36577, 5.96734], [-3.43675, -1.15145, 6.37240], [2.61404, 4.90875, -1.40231], [-1.97625, -0.46248, 7.07932], [5.53427, -0.61047, -0.75097], [5.91599, 1.53633, 0.46388], [-4.32783, 3.63588, -5.05017], [1.60209, -0.55937, -4.11196], [-2.26644, 4.19926, -5.33959], [-0.36349, 1.31820, 0.56725], [-0.11229, 3.71251, -4.20978], [-0.28423, -0.74399, 0.02687], [-1.95617, -0.46028, 4.90620], [-1.48123, -4.51411, 0.51075], [-0.04248, 2.12172, -4.96606], [0.75780, 4.14475, -3.32191], [-1.08596, 4.55818, -4.57437], [-3.74992, -2.08800, 4.07778], [-1.25280, -1.22857, 2.63972], [-1.13097, 5.40945, -4.03428], [-0.57829, -4.47721, -0.09964], [-1.05382, -3.28718, 2.13604], [4.95888, 0.27202, -0.98783], [-3.21037, 2.93305, -3.86694], [1.83557, 5.52354, -1.84081], [3.58061, 5.39026, -1.56281], [-0.28700, -3.08303, -0.42605], [0.19872, -0.42828, -1.32832], [-1.04128, 0.11517, 5.02190], [-0.95175, -2.27448, 1.77174], [1.46633, -5.15677, -0.04615], [-2.72976, -3.24019, 3.23271]],
  "atomic_forces_ev_per_a": [[-0.04, 0.15, 0.01], [0.07, 0.03, 0.10], [-0.22, -0.20, -0.42], [0.06, 0.04, 0.13], [0.07, -0.41, -0.12], [-0.79, 0.70, -0.54], [0.19, -0.10, -0.29], [-0.32, 0.38, -0.22], [0.05, 0.17, -0.13], [-0.01, -0.02, 0.04], [-0.08, 0.05, -0.04], [-0.01, -0.30, -0.02], [-0.05, 0.11, 0.13], [-0.07, 0.05, -0.01], [-0.02, 0.01, 0.04], [0.01, 0.03, 0.01], [-0.02, 0.38, -0.04], [-0.09, -0.15, 0.21], [-0.10, 0.41, -0.16], [-0.20, -0.24, 0.28], [0.04, -0.03, -0.04], [-0.53, -0.83, 0.78], [0.47, 0.16, -1.12], [-0.11, 0.27, 0.21], [0.67, -0.81, 0.21], [0.08, 0.05, 0.05], [-0.03, -0.01, 0.01], [0.12, 0.01, -0.09], [-0.04, -0.01, 0.00], [0.00, -0.01, 0.01], [-0.04, 0.08, 0.04], [0.02, 0.07, -0.09], [-0.13, 0.08, -0.07], [0.10, 0.11, -0.08], [0.02, -0.02, 0.02], [0.29, -0.48, 0.44], [0.00, -0.23, -0.08], [0.03, -0.01, 0.04], [0.03, -0.10, 0.06], [0.03, -0.15, 0.02], [0.09, -0.14, 0.01], [0.06, -0.12, 0.06], [-0.01, -0.02, -0.04], [0.01, 0.04, 0.00], [-0.03, -0.02, 0.03], [0.08, 0.19, 0.02], [-0.15, -0.01, 0.10], [-0.04, 0.04, -0.02], [0.04, -1.03, -0.63], [-0.10, -0.14, 0.45], [0.09, -0.03, -0.14], [-0.04, 0.01, -0.08], [-0.01, 0.26, 0.41], [-0.05, 0.98, 0.24], [0.05, 0.11, 0.19], [0.00, -0.02, -0.01], [0.17, -0.10, -0.15], [0.10, 0.03, -0.03], [0.25, -0.13, 0.17], [0.04, 0.01, -0.03], [0.10, 0.32, 0.21], [-0.01, 0.00, 0.02], [0.02, 0.04, 0.05], [0.02, 0.00, 0.02], [0.00, -0.20, -0.13], [0.01, 0.75, -0.19], [0.00, 0.05, -0.02], [-0.14, -0.07, 0.18], [0.02, -0.02, 0.02], [-0.05, 0.00, 0.04]],
  "homo_ev": -8.83,
  "charge": 1,
  "e_lumo_ev": -3.306
}


Entry 2:
{
  "formula": "H26O13",
  "method": "ωB97M-V with the def2-TZVPD basis set",
  "species": ["H", "H", "H", "O", "H", "O", "H", "H", "H", "H", "H", "O", "H", "H", "H", "H", "H", "H", "O", "H", "O", "O", "O", "O", "H", "H", "H", "H", "O", "H", "O", "H", "O", "H", "H", "H", "H", "O", "O"],
  "coordinates": [[2.32018, 2.71659, -2.21701], [-0.42275, 0.90418, -1.87229], [2.81152, 1.24299, -1.59592], [-0.17203, 0.02598, -1.73732], [2.14119, 2.88842, 0.27111], [-3.59342, -2.39330, 1.22611], [0.05225, -0.38657, 1.04509], [3.54392, -0.80340, -1.62249], [-2.73328, -2.67693, 0.97110], [-2.82196, -1.06680, -2.53038], [2.10600, -1.33331, 3.35156], [1.67347, 3.72164, 0.45746], [-1.15492, 4.00974, -0.89170], [-4.41738, 0.06010, 1.03036], [1.58203, -0.01824, 2.83452], [1.19574, -3.38333, 0.00157], [-3.91426, -1.89278, 0.51313], [-1.16510, -1.06600, 1.24261], [-3.85076, 0.78057, 0.93162], [4.08794, 1.52525, 0.75173], [1.71523, -3.39167, -0.80882], [-0.61164, -3.26028, 0.65654], [1.50657, -0.96136, 2.67247], [3.82051, 1.31673, 1.63572], [2.07935, -0.81306, -1.48993], [-0.95610, -0.32775, -1.21791], [0.81305, 3.35742, 0.61636], [0.87475, -3.49513, -1.27934], [-2.93951, -0.58792, -1.80157], [-0.82570, -2.39544, 0.18960], [2.99730, 2.28347, -1.61472], [-2.80732, 0.31586, -2.03510], [-0.81514, -0.53993, 0.51384], [-3.48948, 1.08475, 1.82385], [-2.07400, 2.89303, -0.32449], [3.62142, 2.00813, 2.14369], [-1.25890, -3.88177, 0.05766], [-1.70211, 3.73287, -0.05372], [2.78333, -0.19276, -1.84499]],
  "atomic_forces_ev_per_a": [[1.34, -1.00, 1.24], [-0.22, 2.31, -0.52], [0.31, 2.60, -0.45], [-0.64, -2.40, 0.30], [0.47, 0.57, -0.51], [-0.49, -0.68, 1.80], [-1.26, 0.03, -2.00], [-0.58, 1.38, -0.57], [1.06, -0.43, -0.13], [0.79, -2.98, -4.78], [-0.50, 0.08, -0.69], [0.54, -0.57, 0.15], [-1.51, -0.61, 2.49], [-1.30, -1.66, 0.84], [0.17, 0.28, -0.12], [0.80, 0.14, 1.37], [-0.56, 1.02, -1.67], [-1.23, 0.07, 0.18], [2.38, 2.93, 0.99], [0.07, 0.80, -0.51], [-1.05, 0.06, -0.24], [-3.55, -1.20, -3.28], [0.27, -0.24, 0.65], [0.82, -5.40, -2.05], [0.26, 1.39, -0.68], [1.56, 0.47, -0.87], [-1.23, 0.21, 0.33], [0.63, -0.05, -1.33], [-1.12, 1.84, 5.05], [0.94, -0.80, 0.73], [-1.41, -0.86, -0.61], [-0.03, 0.92, -0.24], [2.10, -0.23, 3.29], [-1.07, -1.04, -1.81], [-0.31, -0.36, 0.10], [-0.98, 4.73, 2.51], [2.49, 1.68, 2.37], [1.88, 0.91, -2.50], [0.19, -3.89, 1.20]],
  "homo_ev": -10.18,
  "charge": 0,
  "relative_energy_kcal_mol": 101.5,
  "e_lumo_ev": -0.292
}


Entry 3:
{
  "formula": "C35H48LuO10P2S3",
  "method": "ωB97M-V with the def2-TZVPD basis set",
  "species": ["H", "H", "H", "H", "H", "H", "C", "O", "Lu", "H", "C", "H", "C", "H", "C", "C", "P", "C", "H", "O", "H", "H", "H", "S", "H", "C", "H", "H", "C", "C", "S", "C", "C", "C", "C", "H", "C", "H", "C", "C", "H", "C", "H", "C", "C", "O", "H", "P", "S", "O", "H", "H", "H", "C", "H", "C", "H", "C", "O", "O", "O", "H", "H", "H", "H", "H", "H", "H", "C", "H", "H", "C", "C", "C", "H", "H", "H", "C", "H", "C", "C", "H", "C", "C", "C", "H", "C", "H", "C", "H", "O", "H", "C", "H", "H", "O", "O", "H", "H"],
  "coordinates": [[-5.48742, -5.16807, -3.80923], [-3.17932, -4.17339, 0.32691], [2.81387, 3.57110, 3.56846], [0.20650, -1.89810, 3.55723], [4.06037, -3.83736, -1.19098], [1.65916, 2.83345, -2.13223], [-0.44451, -5.82748, 1.28439], [-1.39242, 5.74915, -2.39032], [-0.64184, -0.31094, -0.17577], [-5.05733, -0.19048, 0.61974], [-3.83238, 3.37059, -0.98001], [-0.69298, 4.56394, 3.91534], [-1.13935, -4.21250, -0.46963], [-0.23959, -1.60937, -3.45690], [2.61710, 2.73510, -1.65531], [-0.20035, -3.54446, -2.66912], [2.91945, -0.13416, 0.54696], [-2.16726, -4.52725, 0.41342], [1.78449, 4.83011, 4.33449], [-2.62832, 0.24119, 0.47319], [4.91517, -2.17096, -1.28287], [-0.93439, 7.62230, -1.82776], [-2.61308, 7.12359, -1.31290], [-3.55322, -5.08663, -2.33260], [2.91808, -2.99022, 0.97914], [4.25195, 1.03412, -2.69479], [-0.03474, 5.79662, 2.76061], [-4.84049, 3.38271, -0.51225], [-3.36413, -2.63726, -3.14803], [-3.05860, 2.16391, -0.91145], [0.31293, -5.09595, -0.08850], [-3.44160, 1.03080, -0.09141], [-4.59492, -3.15879, -3.66921], [-4.87597, 0.78518, 0.13151], [1.16747, -3.04819, -4.47522], [5.96624, -3.02767, 1.06225], [-1.32525, 3.45607, -2.10529], [2.34166, 0.59378, -2.08889], [2.58520, 0.78060, 2.15719], [-0.20707, -0.14070, 4.90726], [4.07289, 1.43580, -3.73000], [3.99318, -2.76716, -0.92005], [1.62377, -2.41902, -5.23674], [3.13299, 1.28208, -1.76306], [1.80985, 3.79606, 3.87674], [-0.14272, 0.04045, 1.93380], [4.88652, -3.27431, 2.43774], [0.79060, 0.99142, 2.66276], [0.66330, -5.08661, -3.01254], [-0.85654, 1.21721, -1.55070], [-2.43945, -5.68547, 2.32518], [5.17650, 1.60488, -2.48924], [-0.04342, 0.16939, 5.96152], [-2.09430, 4.64134, -2.06729], [3.09744, 1.77894, 2.04195], [1.37604, -4.38536, -4.41091], [-5.41076, 1.58765, 0.65620], [-3.42144, 4.54516, -1.60584], [4.05273, -1.18914, 0.84910], [3.61800, 0.89392, -0.38679], [0.82818, 0.70634, 4.21102], [1.41317, 3.13203, 4.64812], [-2.33756, -0.17058, 5.10225], [1.91579, -5.09042, -5.05569], [-1.76280, 1.43208, 4.53486], [-5.30231, 0.71071, -0.86750], [3.11601, -2.38043, -1.47460], [-5.17821, -2.53667, -4.37905], [4.94707, -3.40063, 1.32416], [-3.06955, -1.59967, -3.32842], [4.61241, -0.01172, -2.67967], [-1.58550, 0.32119, 4.45313], [0.20477, -2.57740, -3.52514], [-4.79671, -4.46203, -3.35298], [1.20269, -1.74656, 5.05572], [3.40892, 3.26526, -2.25540], [-4.04809, 5.44376, -1.64563], [-0.33502, 4.74244, 2.89734], [3.17112, 0.31342, 2.98369], [0.87729, 3.83016, 2.68076], [-2.73212, -3.51921, -2.32670], [-0.36508, 3.46970, -2.59727], [-1.29514, -3.29805, -1.65840], [0.20765, -1.57374, 4.61554], [3.86813, -2.63755, 0.55829], [-2.38480, 7.48170, -2.98413], [-1.72095, 2.23386, -1.53028], [0.05724, -6.63158, 1.82431], [-1.74823, -5.37488, 1.48302], [2.65246, 3.10203, -0.58427], [1.60328, -0.62250, -0.06381], [-1.13548, 4.51850, 2.16489], [-1.82500, 7.06932, -2.09399], [-0.45023, -2.25585, 5.21594], [4.82192, -4.49832, 1.07155], [0.29278, 2.44560, 2.41248], [-1.24380, -1.94267, -1.15923], [-1.73734, -0.00786, 3.43703], [1.39470, 4.06865, 1.74877]],
  "atomic_forces_ev_per_a": [[-0.11, 0.36, 0.41], [-0.02, 0.28, -0.09], [0.49, -0.29, 0.24], [-0.21, 0.50, 0.58], [0.23, 0.53, -0.01], [-0.38, 0.20, 0.07], [-0.96, 0.25, 0.42], [-0.31, -0.46, -0.08], [0.57, -1.10, -0.37], [0.28, 0.66, -0.02], [-0.68, -0.60, -0.25], [-0.17, 0.25, -0.16], [-1.21, -0.91, 0.58], [0.05, 0.59, -0.19], [2.32, -0.12, -0.05], [0.54, -0.48, -0.28], [-1.57, -0.02, -0.07], [1.49, 0.24, 0.21], [0.30, -1.04, -0.52], [-0.84, 0.99, -0.87], [-1.29, -1.22, 0.58], [-0.08, 0.25, -0.08], [0.83, -0.29, 0.06], [0.32, 1.27, -0.21], [-0.15, 0.45, -0.43], [2.33, 0.67, -1.36], [-0.09, -0.48, 0.24], [0.83, -0.07, -0.44], [-0.70, 0.17, 0.66], [1.73, 1.11, -0.38], [-1.10, 0.06, 0.97], [0.51, 0.09, 0.84], [0.31, 0.77, -0.99], [-1.06, -0.79, -0.01], [-0.22, 0.44, -0.87], [-0.72, -0.50, -0.13], [-0.48, -0.06, -0.01], [-0.08, 0.13, 0.69], [0.68, 0.49, -0.21], [0.48, 1.06, -0.34], [-0.50, -0.94, 0.80], [0.60, 0.16, -1.61], [-0.22, -0.14, 0.07], [-0.97, -0.18, 0.96], [-0.88, 1.57, 0.38], [1.10, 1.00, 0.65], [-0.31, -0.13, -1.00], [0.29, -1.00, 0.03], [-1.47, 1.31, -0.40], [-0.90, 1.10, 0.04], [1.11, 0.23, -1.23], [-0.42, 0.04, 0.66], [-0.03, -0.59, -0.62], [0.82, -1.36, 0.49], [-0.73, -0.80, -0.02], [0.49, -0.67, 0.39], [0.29, -0.18, -0.09], [0.18, 0.53, 0.48], [-1.22, 0.02, 0.52], [-0.15, 0.30, -0.67], [0.02, 0.20, -0.50], [0.27, -0.07, -0.15], [0.32, 0.23, -0.34], [0.06, 0.80, 0.27], [0.49, -1.13, -0.03], [-0.34, 0.09, -0.07], [0.31, -0.06, 0.41], [0.15, -0.81, 0.63], [0.60, -0.23, 0.40], [0.17, -0.47, 0.17], [-0.65, 0.37, -0.35], [-0.60, 0.01, 0.84], [0.66, -0.97, 0.01], [0.16, -0.46, -0.37], [-0.19, 0.16, -0.35], [-1.09, 0.32, 0.74], [0.06, -0.58, 0.24], [0.16, -0.40, -0.50], [-0.73, 0.03, -0.53], [-0.71, -0.63, -0.12], [1.43, -0.50, 0.06], [0.15, 0.18, 0.13], [-1.12, 0.54, 0.91], [-0.48, -0.97, 1.35], [0.53, -0.14, 0.92], [1.06, -0.15, 0.64], [-0.44, 0.28, 0.18], [-0.03, 0.53, -0.06], [0.34, -0.86, 0.06], [-0.26, -0.41, -1.37], [1.66, 0.22, 0.71], [0.45, 0.08, 0.41], [-2.18, 0.11, -0.81], [0.32, 0.46, -0.70], [0.35, 1.27, 0.33], [0.42, 0.70, -0.16], [0.16, -1.46, -0.91], [-0.36, 0.07, -0.18], [-0.04, 0.01, 0.12]],
  "homo_ev": -9.95,
  "charge": 1,
  "e_lumo_ev": -2.354
}


What did the second record say?
{
  "formula": "H26O13",
  "method": "ωB97M-V with the def2-TZVPD basis set",
  "species": ["H", "H", "H", "O", "H", "O", "H", "H", "H", "H", "H", "O", "H", "H", "H", "H", "H", "H", "O", "H", "O", "O", "O", "O", "H", "H", "H", "H", "O", "H", "O", "H", "O", "H", "H", "H", "H", "O", "O"],
  "coordinates": [[2.32018, 2.71659, -2.21701], [-0.42275, 0.90418, -1.87229], [2.81152, 1.24299, -1.59592], [-0.17203, 0.02598, -1.73732], [2.14119, 2.88842, 0.27111], [-3.59342, -2.39330, 1.22611], [0.05225, -0.38657, 1.04509], [3.54392, -0.80340, -1.62249], [-2.73328, -2.67693, 0.97110], [-2.82196, -1.06680, -2.53038], [2.10600, -1.33331, 3.35156], [1.67347, 3.72164, 0.45746], [-1.15492, 4.00974, -0.89170], [-4.41738, 0.06010, 1.03036], [1.58203, -0.01824, 2.83452], [1.19574, -3.38333, 0.00157], [-3.91426, -1.89278, 0.51313], [-1.16510, -1.06600, 1.24261], [-3.85076, 0.78057, 0.93162], [4.08794, 1.52525, 0.75173], [1.71523, -3.39167, -0.80882], [-0.61164, -3.26028, 0.65654], [1.50657, -0.96136, 2.67247], [3.82051, 1.31673, 1.63572], [2.07935, -0.81306, -1.48993], [-0.95610, -0.32775, -1.21791], [0.81305, 3.35742, 0.61636], [0.87475, -3.49513, -1.27934], [-2.93951, -0.58792, -1.80157], [-0.82570, -2.39544, 0.18960], [2.99730, 2.28347, -1.61472], [-2.80732, 0.31586, -2.03510], [-0.81514, -0.53993, 0.51384], [-3.48948, 1.08475, 1.82385], [-2.07400, 2.89303, -0.32449], [3.62142, 2.00813, 2.14369], [-1.25890, -3.88177, 0.05766], [-1.70211, 3.73287, -0.05372], [2.78333, -0.19276, -1.84499]],
  "atomic_forces_ev_per_a": [[1.34, -1.00, 1.24], [-0.22, 2.31, -0.52], [0.31, 2.60, -0.45], [-0.64, -2.40, 0.30], [0.47, 0.57, -0.51], [-0.49, -0.68, 1.80], [-1.26, 0.03, -2.00], [-0.58, 1.38, -0.57], [1.06, -0.43, -0.13], [0.79, -2.98, -4.78], [-0.50, 0.08, -0.69], [0.54, -0.57, 0.15], [-1.51, -0.61, 2.49], [-1.30, -1.66, 0.84], [0.17, 0.28, -0.12], [0.80, 0.14, 1.37], [-0.56, 1.02, -1.67], [-1.23, 0.07, 0.18], [2.38, 2.93, 0.99], [0.07, 0.80, -0.51], [-1.05, 0.06, -0.24], [-3.55, -1.20, -3.28], [0.27, -0.24, 0.65], [0.82, -5.40, -2.05], [0.26, 1.39, -0.68], [1.56, 0.47, -0.87], [-1.23, 0.21, 0.33], [0.63, -0.05, -1.33], [-1.12, 1.84, 5.05], [0.94, -0.80, 0.73], [-1.41, -0.86, -0.61], [-0.03, 0.92, -0.24], [2.10, -0.23, 3.29], [-1.07, -1.04, -1.81], [-0.31, -0.36, 0.10], [-0.98, 4.73, 2.51], [2.49, 1.68, 2.37], [1.88, 0.91, -2.50], [0.19, -3.89, 1.20]],
  "homo_ev": -10.18,
  "charge": 0,
  "relative_energy_kcal_mol": 101.5,
  "e_lumo_ev": -0.292
}


Q: Number 3 is which compound?
A: C35H48LuO10P2S3


Q: Which formula does entry 3 have?
A: C35H48LuO10P2S3